{"formula": "C35H39N6O3PPtSe", "method": "ωB97M-V/def2-TZVPD", "symbols": ["Pt", "N", "C", "C", "C", "C", "N", "C", "N", "N", "C", "O", "O", "H", "H", "H", "H", "H", "H", "H", "H", "H", "H", "H", "H", "H", "H", "O", "C", "C", "C", "C", "C", "C", "C", "P", "C", "C", "C", "C", "C", "C", "C", "C", "C", "C", "C", "C", "H", "H", "H", "H", "H", "H", "H", "H", "H", "H", "H", "H", "H", "H", "Se", "C", "C", "C", "C", "C", "C", "H", "H", "H", "H", "H", "C", "C", "N", "C", "C", "N", "H", "H", "H", "H", "H", "H"], "xyz": [[-0.444, 0.654, 0.440], [1.247, -0.198, -0.731], [1.200, -1.632, -1.088], [2.557, -2.140, -1.601], [2.966, -1.630, -3.000], [3.086, -2.748, -4.038], [1.802, -3.407, -4.270], [0.955, -3.151, -5.263], [-0.337, -3.373, -5.058], [1.400, -2.699, -6.447], [0.113, -1.869, -2.148], [-0.249, -3.053, -2.307], [-0.306, -0.858, -2.766], [1.361, 0.362, -1.575], [2.051, -0.039, -0.127], [0.951, -2.189, -0.183], [2.510, -3.231, -1.593], [3.319, -1.879, -0.863], [3.932, -1.125, -2.953], [2.243, -0.893, -3.366], [3.793, -3.506, -3.700], [3.469, -2.343, -4.973], [1.330, -3.748, -3.434], [-0.660, -3.393, -4.086], [-1.001, -3.274, -5.805], [2.348, -2.893, -6.722], [0.743, -2.552, -7.195], [1.908, 0.573, 2.210], [1.205, 1.529, 2.132], [1.462, 2.965, 1.974], [2.249, 3.601, 2.936], [2.331, 4.983, 2.933], [1.628, 5.732, 1.993], [0.862, 5.099, 1.026], [0.778, 3.711, 1.002], [-0.045, 2.808, -0.334], [1.086, 2.874, -1.743], [0.705, 2.226, -2.923], [1.560, 2.212, -4.014], [2.801, 2.831, -3.933], [3.191, 3.455, -2.758], [2.339, 3.478, -1.662], [-1.497, 3.787, -0.751], [-2.648, 3.611, 0.016], [-3.775, 4.373, -0.242], [-3.755, 5.311, -1.267], [-2.610, 5.491, -2.029], [-1.476, 4.732, -1.774], [2.772, 3.017, 3.681], [2.941, 5.482, 3.673], [1.687, 6.812, 2.011], [0.335, 5.684, 0.282], [-0.234, 1.690, -2.981], [1.254, 1.713, -4.924], [3.466, 2.826, -4.787], [4.159, 3.933, -2.691], [2.652, 3.976, -0.754], [-2.665, 2.870, 0.809], [-4.669, 4.236, 0.351], [-4.636, 5.905, -1.469], [-2.595, 6.229, -2.821], [-0.584, 4.874, -2.371], [-2.348, -0.383, -0.997], [-3.539, 0.603, -2.066], [-3.214, 1.778, -2.740], [-4.171, 2.397, -3.523], [-5.448, 1.857, -3.628], [-5.769, 0.682, -2.960], [-4.816, 0.043, -2.186], [-2.230, 2.206, -2.657], [-3.920, 3.307, -4.052], [-6.193, 2.349, -4.238], [-6.760, 0.258, -3.047], [-5.057, -0.881, -1.675], [-1.625, 0.666, 3.820], [-1.506, -0.646, 3.131], [-1.199, -0.857, 1.861], [-1.259, -2.225, 1.646], [-1.605, -2.837, 2.801], [-1.757, -1.827, 3.723], [-1.315, 1.467, 3.150], [-0.996, 0.703, 4.709], [-2.657, 0.846, 4.123], [-1.057, -2.664, 0.683], [-1.753, -3.873, 3.047], [-2.032, -1.945, 4.685]], "forces_ev_per_a": [[-0.546, 0.179, -0.172], [0.075, -0.077, 0.211], [0.049, -0.072, -0.019], [0.004, 0.013, 0.011], [0.015, 0.015, 0.015], [-0.009, 0.036, 0.026], [-0.009, -0.044, 0.207], [-0.189, -0.057, -0.072], [0.120, 0.041, -0.174], [0.031, -0.028, 0.003], [-0.293, 0.334, 0.016], [0.134, -0.226, 0.032], [0.131, -0.106, 0.047], [-0.120, -0.036, -0.030], [0.034, 0.059, -0.049], [-0.001, 0.024, -0.054], [-0.015, -0.008, 0.016], [0.025, -0.012, -0.013], [-0.004, 0.001, 0.020], [0.015, 0.006, -0.022], [0.021, 0.008, -0.019], [-0.030, -0.022, -0.015], [0.061, 0.053, -0.068], [-0.045, 0.110, 0.107], [0.003, -0.033, -0.009], [-0.010, 0.024, 0.012], [-0.004, 0.002, 0.015], [0.006, -0.009, -0.002], [0.301, 0.145, 0.151], [-0.164, -0.078, -0.097], [0.031, 0.061, 0.037], [-0.024, -0.021, -0.018], [-0.004, -0.007, 0.001], [0.008, -0.009, 0.023], [0.011, -0.126, -0.036], [0.114, -0.010, 0.114], [-0.004, -0.079, 0.004], [0.073, -0.007, 0.004], [-0.040, -0.007, 0.012], [0.006, 0.013, 0.014], [0.014, 0.000, -0.017], [-0.010, 0.053, -0.019], [0.020, -0.002, 0.009], [-0.010, 0.000, -0.019], [0.003, 0.008, 0.009], [0.003, -0.004, 0.012], [0.000, 0.011, -0.006], [-0.001, 0.001, 0.006], [-0.002, 0.002, 0.001], [0.000, 0.001, 0.003], [0.004, 0.000, -0.005], [0.006, 0.002, 0.004], [-0.012, -0.004, -0.009], [0.004, 0.003, 0.004], [0.001, -0.001, 0.000], [0.002, 0.001, -0.003], [-0.006, -0.007, 0.006], [-0.004, 0.001, 0.000], [-0.001, -0.002, 0.000], [0.000, 0.001, -0.002], [-0.001, -0.001, 0.000], [0.002, -0.008, -0.011], [-0.077, 0.022, -0.022], [0.067, -0.026, 0.038], [-0.040, 0.024, -0.042], [0.025, 0.013, -0.008], [-0.003, -0.006, 0.001], [-0.002, -0.011, 0.015], [-0.031, 0.005, -0.013], [0.042, 0.004, 0.008], [-0.003, -0.006, -0.001], [-0.001, -0.001, 0.000], [0.001, 0.001, -0.001], [0.001, -0.001, -0.001], [0.002, -0.001, -0.003], [-0.063, 0.021, 0.040], [0.362, -0.103, -0.208], [-0.008, -0.028, 0.015], [-0.003, 0.009, -0.013], [-0.009, 0.003, -0.011], [-0.005, -0.009, 0.001], [0.004, -0.003, -0.002], [0.002, 0.004, 0.006], [-0.031, -0.017, 0.007], [-0.002, 0.001, 0.001], [0.005, 0.005, 0.003]], "mulliken_charge": [2.93, -0.52, 0.71, -1.74, 0.25, -1.38, -0.12, 0.71, -0.30, -0.42, 0.34, -1.07, -0.65, -0.14, 0.46, 0.14, 0.61, 0.52, 0.52, -0.23, 0.32, 0.52, 0.33, 0.25, 0.22, 0.23, 0.21, -0.43, -0.52, 1.15, -0.71, -0.64, -0.80, -0.34, -0.24, 0.93, 0.30, -0.30, -0.65, -0.89, -0.73, -1.01, 0.20, -0.38, -0.72, -0.66, -0.85, 0.21, 0.52, 0.44, 0.47, 0.47, 0.30, 0.50, 0.42, 0.48, 0.41, 0.35, 0.49, 0.45, 0.48, 0.48, 0.31, 0.71, -0.08, -0.79, -0.62, -0.75, -0.97, 0.46, 0.48, 0.43, 0.42, 0.45, -0.97, 0.43, 0.18, -0.51, -0.84, -0.02, 0.00, 0.36, 0.41, 0.46, 0.41, 0.21], "multiplicity": 5, "total_charge": 2, "relative_energy_kj_mol": 0.0, "homo_ev": [-11.67, -13.94]}

{"formula": "C35H40AsAuF3N2O3SSi2", "method": "ωB97M-V/def2-TZVPD", "symbols": ["Au", "O", "N", "C", "C", "C", "C", "C", "S", "H", "H", "H", "H", "C", "Si", "C", "C", "As", "Si", "C", "C", "C", "H", "H", "H", "H", "H", "H", "H", "H", "H", "H", "H", "H", "H", "H", "H", "H", "H", "H", "C", "C", "C", "C", "C", "C", "N", "C", "C", "C", "C", "C", "C", "C", "O", "O", "C", "C", "H", "H", "H", "H", "H", "H", "H", "H", "H", "H", "H", "H", "H", "H", "F", "C", "F", "F", "C", "C", "C", "C", "C", "C", "C", "C", "H", "H", "H", "H"], "xyz": [[-0.534, -2.787, 2.050], [-0.924, -0.777, 2.491], [-1.598, -0.486, 3.651], [-1.976, 0.835, 3.796], [-2.657, 1.183, 4.944], [-2.899, 0.189, 5.929], [-2.469, -1.148, 5.759], [-1.750, -1.460, 4.600], [-1.433, -3.183, 4.317], [-1.767, 1.440, 2.921], [-3.162, 2.137, 5.068], [-3.443, 0.406, 6.842], [-2.611, -1.894, 6.459], [-0.284, 5.045, -2.453], [0.963, 3.778, -1.991], [0.956, 2.602, -3.515], [2.641, 4.650, -1.765], [0.483, 2.416, -0.150], [0.533, 3.912, 1.659], [-1.282, 4.376, 1.780], [1.135, 3.236, 3.355], [1.462, 5.556, 1.526], [-1.266, 4.634, -2.774], [0.039, 5.594, -3.348], [-0.372, 5.821, -1.631], [0.545, 3.204, -4.366], [0.398, 1.660, -3.433], [1.997, 2.303, -3.777], [2.966, 5.284, -2.650], [3.407, 3.875, -1.465], [2.611, 5.356, -0.967], [-1.944, 3.493, 1.652], [-1.724, 5.011, 0.994], [-1.571, 4.724, 2.791], [0.480, 3.619, 4.114], [2.195, 3.473, 3.647], [1.026, 2.183, 3.415], [1.221, 6.132, 0.625], [2.542, 5.397, 1.652], [1.065, 6.191, 2.400], [-4.032, -4.187, -5.741], [-3.909, -3.539, -4.352], [-4.874, -2.554, -3.942], [-5.055, -2.230, -2.615], [-4.048, -2.614, -1.701], [-2.893, -3.250, -2.187], [-1.719, -3.259, -1.365], [-0.358, -3.021, -1.729], [-0.109, -2.197, -2.801], [1.210, -1.762, -3.017], [2.288, -2.087, -2.178], [2.078, -2.773, -0.913], [0.644, -3.348, -0.660], [0.446, -4.708, 0.015], [0.655, -5.790, -0.501], [-0.236, -4.638, 1.121], [-2.855, -3.881, -3.462], [-1.955, -5.000, -3.747], [-5.088, -4.115, -5.980], [-3.850, -5.304, -5.724], [-3.432, -3.761, -6.576], [-5.510, -2.103, -4.714], [-5.912, -1.702, -2.245], [-4.045, -2.290, -0.620], [-1.835, -3.447, -0.389], [-0.866, -2.022, -3.565], [1.382, -1.202, -3.946], [3.256, -1.628, -2.348], [2.749, -3.592, -0.647], [-1.195, -4.864, -4.519], [-2.438, -5.981, -3.988], [-1.521, -5.280, -2.809], [4.498, 1.978, 4.514], [5.341, 1.348, 3.492], [6.246, 0.680, 4.179], [5.936, 2.388, 2.865], [4.436, 0.557, 2.550], [3.298, 0.040, 3.126], [2.418, -0.716, 2.422], [2.677, -0.972, 1.020], [3.843, -0.432, 0.434], [4.679, 0.359, 1.190], [1.853, -1.906, 0.366], [0.570, -2.357, 0.469], [3.010, 0.258, 4.135], [1.498, -1.194, 2.816], [4.162, -0.637, -0.573], [5.560, 0.754, 0.687]], "forces_ev_per_a": [[-0.613, -0.566, 1.215], [-1.262, 2.025, 1.631], [1.374, 0.262, -0.690], [-0.414, -1.563, 0.675], [-0.476, -0.660, 0.242], [0.507, -1.482, -0.212], [0.333, 4.136, -1.349], [-0.901, -1.441, -0.690], [0.205, 1.416, -0.280], [-0.007, -0.024, 0.252], [0.536, 0.056, -0.161], [-0.045, 0.290, -0.170], [-0.405, -1.251, 1.299], [-1.024, 1.452, 0.352], [0.711, -0.692, -0.756], [0.698, 0.407, -0.334], [0.679, -0.631, -1.043], [0.143, -0.387, 0.224], [0.463, 0.747, 0.532], [-1.610, -0.786, 0.295], [0.774, 0.585, -0.747], [-0.719, 0.663, 0.954], [0.427, 0.178, 0.703], [0.317, -0.070, 0.146], [-0.324, -0.833, -0.881], [0.337, -0.587, 0.528], [-0.054, 0.382, 0.200], [-0.592, 0.235, 0.093], [-0.245, -1.149, 0.716], [-0.559, 0.884, -0.610], [-0.216, 0.442, 0.851], [0.531, -0.032, 0.128], [0.653, 0.295, 0.348], [0.274, 0.318, -0.473], [-0.369, 0.504, 0.515], [-0.975, -0.087, -0.539], [-0.005, -1.253, -0.042], [0.263, -0.169, 0.073], [-0.261, 0.276, -0.147], [0.717, -0.899, -1.043], [-0.161, -0.762, 0.385], [0.639, 0.882, 0.428], [0.120, -1.096, -1.217], [1.442, -0.717, 0.823], [0.376, 0.561, 0.213], [1.253, 0.140, 0.560], [0.352, -1.054, -0.591], [-2.581, 1.475, -0.581], [-0.638, -2.028, 0.858], [3.728, -0.298, 0.610], [-1.908, 1.652, -2.387], [0.009, -0.976, 1.465], [0.180, 0.943, 0.100], [-1.757, -0.945, -0.306], [0.982, 0.075, -0.647], [0.323, -0.996, -0.011], [-2.817, 1.019, -0.427], [0.575, -1.773, -0.088], [-0.133, 0.164, -0.489], [0.141, 1.250, 0.204], [-0.242, -0.083, 0.759], [-0.063, -0.483, 0.354], [-0.226, 0.407, -0.113], [-0.118, -0.317, -1.383], [-0.201, -0.169, 0.381], [-0.008, 0.200, 0.484], [0.229, -0.037, 0.514], [0.012, -0.223, -0.325], [0.665, 0.096, -0.535], [0.078, 0.283, 0.216], [-0.370, 1.020, -0.268], [1.076, 0.066, 0.458], [1.580, -0.968, -1.601], [-2.489, 1.710, 0.256], [0.300, -0.229, -0.081], [0.147, -0.528, 0.311], [0.964, 0.760, 0.423], [-0.908, -0.109, 0.712], [-0.635, -0.944, -2.600], [1.010, 0.410, 2.010], [-0.720, -0.147, 0.699], [0.836, 0.207, 0.496], [-1.797, -1.242, -2.692], [1.095, 1.123, 0.166], [0.405, 0.093, 0.486], [0.836, 0.631, 0.042], [-0.398, -0.127, -0.270], [-0.049, 0.087, 0.392]], "mulliken_charge": [-0.09, -0.48, 0.28, -0.58, -0.70, -0.19, -0.84, 0.39, -0.48, 0.73, 0.39, 0.35, 0.51, -1.02, 0.42, -1.03, -0.98, -0.01, 0.61, -1.27, -0.83, -1.12, 0.31, 0.38, 0.22, 0.31, 0.21, 0.32, 0.33, 0.23, 0.31, 0.36, 0.34, 0.37, 0.46, 0.22, 0.06, 0.31, 0.27, 0.29, -1.34, 0.84, -0.89, -0.53, -0.74, 0.05, 0.30, -0.32, -0.68, -0.60, -1.06, -0.58, 1.57, 0.11, -0.73, -0.67, 0.55, -1.39, 0.44, 0.31, 0.26, 0.38, 0.41, 0.36, 0.25, 0.52, 0.41, 0.45, 0.44, 0.27, 0.43, 0.36, -0.30, 0.87, -0.26, -0.27, 0.12, -0.53, -0.83, 1.44, -0.50, -1.02, 0.14, 0.42, 0.46, 0.10, 0.24, 0.42], "multiplicity": 3, "total_charge": -1, "relative_energy_kj_mol": 336.6, "homo_ev": [-3.20, -4.16]}